C10H5ClNO5Sm as an isolated structure in a non-equilibrium geometry, computed with wB97M-V/def2-TZVPD.

For the frontier orbital gap (spin up / spin down), the calculation gives 0.226 / 0.234 hartree. The spin multiplicity is 6. The expectation value of S² is 8.832. The calculation puts the LUMO energy (spin up / spin down) at -9.84 / -9.62 eV. Its net charge is +2. The calculation puts the highest occupied orbital energy (spin up / spin down) at -16.001 / -16.001 eV.

Each line ends with the Löwdin spin population.
Cartesian coordinates (Å):
1 O 0.232 -0.018 -5.949  -0.001
2 C -0.475 -0.033 -5.024  -0.011
3 Sm -0.549 -0.088 -1.268  5.171
4 O 2.299 -0.027 -3.487  0.001
5 C 1.303 -0.057 -2.914  -0.007
6 C -2.905 -0.076 -0.853  -0.028
7 O -4.012 -0.069 -0.516  -0.004
8 C -0.948 -2.505 -1.716  -0.010
9 O -1.124 -3.637 -1.771  0.000
10 C -0.978 2.302 -1.724  -0.012
11 O -1.165 3.433 -1.795  0.000
12 H -1.930 -0.067 -2.772  -0.084
13 Cl 1.222 2.691 3.976  0.000
14 C 1.021 1.207 3.174  0.000
15 C 1.402 0.020 3.799  0.000
16 C 1.211 -1.159 3.091  0.000
17 C 0.655 -1.133 1.805  -0.001
18 N 0.282 0.020 1.212  -0.013
19 C 0.465 1.206 1.874  -0.001
20 H 1.836 0.052 4.809  0.000
21 H 1.492 -2.131 3.516  0.000
22 H 0.493 -2.046 1.188  0.000
23 H 0.172 2.115 1.346  0.000

Forces on atoms 1 to 6 (eV/Å):
-3.110 -0.065 3.794
3.102 0.070 -4.241
0.566 -0.118 1.739
-3.849 -0.117 2.120
5.573 0.141 -3.168
-5.343 0.087 2.035